(1)
{
  "formula": "C4H11IN",
  "method": "the ωB97M-V functional and the def2-TZVPD basis",
  "elements": ["C", "C", "C", "C", "N", "I", "H", "H", "H", "H", "H", "H", "H", "H", "H", "H", "H"],
  "positions_angstrom": [[-1.4220, 0.5136, -0.8632], [-0.1677, 0.8654, -0.1121], [-0.2751, 0.7794, 1.4192], [1.1338, -0.3689, -0.5879], [0.7731, -1.6380, -0.0601], [3.0879, 0.2214, 0.0356], [-2.1905, 1.3003, -0.6734], [-2.0803, -0.3225, -0.5548], [-1.2447, 0.6184, -1.9234], [0.1679, 1.8486, -0.5025], [-0.6071, 1.7785, 1.7163], [0.7378, 0.8339, 1.7342], [-0.7139, -0.0117, 1.7563], [1.0886, -0.3124, -1.6428], [1.3502, -2.5189, -0.2475], [0.5680, -1.5426, 0.9623], [-0.2061, -2.0445, -0.4563]],
  "atomic_forces_ev_per_a": [[-1.5989, 1.0425, 0.2429], [1.4909, -2.6195, -0.0228], [3.3170, 6.1293, -3.6868], [-1.2630, 4.3421, 0.3800], [-3.4910, -4.2756, 0.2385], [-0.4698, -0.2208, -0.0638], [0.7300, 0.0506, -0.0001], [1.0837, -0.3803, -0.2706], [-0.1737, -0.6036, -0.4409], [0.3555, -0.8051, 0.4999], [-0.8563, -0.5888, 0.5212], [1.0858, -0.2969, 0.8115], [-3.2249, -4.4302, 2.2249], [0.1724, -0.5167, -1.0215], [0.0105, 1.8023, 0.4809], [0.6155, -0.3209, -0.6876], [2.2164, 1.6916, 0.7944]],
  "charge": 1,
  "spin_multiplicity": 1,
  "de_lowest_ev": 1.680,
  "homo_ev": -13.59
}

(2)
{
  "formula": "C44H122N10O12",
  "method": "the ωB97M-V functional and the def2-TZVPD basis",
  "elements": ["C", "O", "C", "C", "C", "N", "H", "H", "H", "H", "H", "H", "H", "H", "H", "H", "H", "C", "O", "C", "C", "C", "N", "H", "H", "H", "H", "H", "H", "H", "H", "H", "H", "H", "C", "O", "C", "C", "C", "N", "H", "H", "H", "H", "H", "H", "H", "H", "H", "H", "H", "C", "O", "C", "C", "C", "N", "H", "H", "H", "H", "H", "H", "H", "H", "H", "H", "H", "C", "O", "C", "C", "C", "N", "H", "H", "H", "H", "H", "H", "H", "H", "H", "H", "H", "C", "O", "C", "C", "C", "N", "H", "H", "H", "H", "H", "H", "H", "H", "H", "H", "H", "C", "O", "C", "C", "C", "N", "H", "H", "H", "H", "H", "H", "H", "H", "H", "H", "H", "C", "O", "C", "C", "C", "N", "H", "H", "H", "H", "H", "H", "H", "H", "H", "H", "H", "C", "O", "C", "C", "C", "N", "H", "H", "H", "H", "H", "H", "H", "H", "H", "H", "H", "C", "O", "C", "C", "C", "N", "H", "H", "H", "H", "H", "H", "H", "H", "H", "H", "H", "C", "C", "O", "H", "H", "H", "H", "H", "H", "C", "C", "O", "H", "H", "H", "H", "H", "H"],
  "positions_angstrom": [[-0.2777, 5.7470, 0.9743], [0.9757, 4.9456, 1.0021], [2.1405, 5.7552, 0.7857], [3.4173, 4.8148, 0.8199], [4.6640, 5.4455, 0.4637], [3.1773, 3.7321, -0.1930], [-0.4567, 5.9556, 2.0291], [-1.1440, 5.2104, 0.5874], [-0.2084, 6.7316, 0.5118], [2.0580, 6.3718, -0.1093], [2.2611, 6.5025, 1.5700], [3.5888, 4.3450, 1.7884], [5.4612, 4.7819, 0.1287], [5.1240, 6.0504, 1.2451], [4.4651, 6.2049, -0.2925], [2.8814, 4.1489, -1.0641], [3.9274, 3.0992, -0.4317], [1.4003, -6.8726, 2.8513], [1.4386, -6.5590, 4.2824], [0.1973, -6.4609, 4.9496], [-0.7348, -5.3261, 4.5378], [-0.0037, -3.9849, 4.5100], [-2.0307, -5.3175, 5.2610], [0.8465, -7.7854, 2.6319], [2.3378, -6.8667, 2.2953], [0.8267, -6.0427, 2.4387], [-0.2451, -7.4563, 4.9897], [0.4863, -6.2602, 5.9813], [-0.9866, -5.5505, 3.5013], [0.6377, -3.8709, 3.6360], [0.6069, -3.7432, 5.3799], [-0.7393, -3.1824, 4.4555], [-2.5509, -6.1491, 5.0202], [-2.5782, -4.5668, 4.8651], [0.9968, 8.5371, 3.4786], [2.1201, 7.7542, 3.6718], [1.8607, 6.6095, 4.4853], [3.1230, 5.8121, 4.7381], [3.7463, 6.2253, 6.1241], [4.1792, 5.8366, 3.7415], [0.9237, 8.9509, 4.4844], [0.0620, 8.2353, 3.0062], [1.2628, 9.3401, 2.7911], [1.3544, 6.9288, 5.3962], [1.2388, 5.9448, 3.8858], [2.8570, 4.7677, 4.9007], [4.4534, 7.0511, 6.0461], [4.1589, 5.3655, 6.6519], [2.8947, 6.4832, 6.7537], [3.8335, 5.3734, 2.9133], [4.1188, 6.7755, 3.3743], [-2.4005, -3.2581, -0.4068], [-2.0908, -3.9240, 0.8022], [-3.2758, -4.0395, 1.6155], [-3.7864, -2.6469, 2.1795], [-2.7677, -1.6709, 2.6731], [-4.9364, -2.6168, 3.0401], [-1.4987, -3.2920, -1.0182], [-2.7303, -2.2226, -0.3234], [-3.1143, -3.8435, -0.9864], [-4.0702, -4.5350, 1.0574], [-3.1225, -4.7040, 2.4658], [-4.2306, -2.2119, 1.2842], [-1.9463, -2.2564, 3.0864], [-3.2338, -1.0315, 3.4227], [-2.3313, -1.0104, 1.9238], [-5.6963, -3.1806, 2.6869], [-5.3106, -1.6825, 3.1246], [-8.1267, 4.1142, 2.8458], [-6.7215, 4.1926, 2.4538], [-5.8453, 3.2538, 3.1723], [-4.5214, 3.3246, 2.4704], [-4.4554, 2.3184, 1.2499], [-3.4145, 2.9209, 3.2742], [-8.0573, 4.2647, 3.9231], [-8.6093, 3.1639, 2.6175], [-8.6677, 5.0054, 2.5276], [-5.9157, 3.5321, 4.2238], [-6.2503, 2.2447, 3.0968], [-4.4339, 4.3503, 2.1121], [-5.3012, 2.3600, 0.5636], [-4.4330, 1.2615, 1.5154], [-3.5156, 2.5436, 0.7458], [-3.2299, 3.6900, 3.9023], [-2.5690, 2.6462, 2.7949], [1.9140, 2.3257, 3.4176], [2.1090, 0.8775, 3.4946], [3.0189, 0.4840, 4.6177], [2.7366, -1.0005, 5.0465], [3.2317, -1.3822, 6.4256], [3.3231, -1.9108, 4.1414], [1.7441, 2.6819, 4.4337], [0.9638, 2.4813, 2.9066], [2.7191, 2.8945, 2.9526], [4.1015, 0.5478, 4.5078], [2.9736, 1.1216, 5.5007], [1.6566, -1.1356, 4.9873], [4.3173, -1.3544, 6.5199], [2.8689, -2.3568, 6.7523], [2.7876, -0.6412, 7.0903], [3.2792, -2.8728, 4.4460], [2.7940, -1.8826, 3.2815], [0.9722, 1.5073, -10.1256], [1.5770, 1.6322, -8.8585], [0.7344, 1.3174, -7.7507], [1.5617, 1.3824, -6.4660], [2.7240, 0.4228, -6.4388], [0.7049, 1.0320, -5.3206], [0.0769, 0.8867, -10.0895], [1.6374, 1.0584, -10.8633], [0.7211, 2.4957, -10.5104], [-0.0438, 2.0769, -7.6758], [0.3382, 0.3039, -7.8140], [1.9236, 2.3953, -6.2896], [3.4251, 0.3982, -5.6045], [3.2932, 0.6026, -7.3508], [2.3728, -0.6090, -6.4269], [0.0079, 1.7575, -5.4092], [1.2502, 1.2340, -4.4948], [-0.2355, -3.9602, -4.8513], [-1.0140, -5.1827, -5.2267], [-0.8354, -6.3060, -4.3967], [-0.6704, -7.5364, -5.3735], [-0.6539, -8.8635, -4.5814], [0.6179, -7.4278, -6.0031], [-0.3153, -3.0382, -5.4270], [0.8181, -4.2292, -4.7758], [-0.6246, -3.7658, -3.8518], [0.0770, -6.2410, -3.8039], [-1.6882, -6.4025, -3.7247], [-1.5295, -7.5847, -6.0427], [0.0592, -8.8207, -3.7581], [-0.4480, -9.6847, -5.2679], [-1.6229, -9.0718, -4.1280], [0.5206, -6.6202, -6.6018], [1.3349, -7.1098, -5.3668], [5.6683, -3.6270, -0.2834], [4.5886, -4.6640, -0.2049], [3.4188, -4.3652, -1.0149], [2.6247, -3.1147, -0.3516], [1.9907, -3.3276, 1.0303], [1.5150, -2.6632, -1.1824], [5.6855, -3.3197, -1.3291], [6.6334, -4.0233, 0.0320], [5.3902, -2.8028, 0.3735], [3.6070, -4.1423, -2.0652], [2.6986, -5.1773, -0.9157], [3.3106, -2.2690, -0.3038], [1.3212, -4.1871, 1.0650], [1.1840, -2.6017, 1.1317], [2.7169, -3.3889, 1.8409], [1.0753, -1.8431, -0.7896], [1.9588, -2.2893, -2.0091], [-5.3207, -2.4716, -2.7664], [-4.0531, -1.8244, -2.7950], [-3.6088, -1.4220, -4.1293], [-2.3175, -0.5883, -4.0625], [-2.3071, 0.8670, -3.4055], [-1.7074, -0.4298, -5.3771], [-5.5977, -3.0412, -1.8793], [-5.3878, -3.1313, -3.6315], [-6.2063, -1.8487, -2.8916], [-3.3696, -2.3921, -4.5650], [-4.4148, -0.9037, -4.6488], [-1.6808, -1.1559, -3.3839], [-2.9127, 1.0105, -2.5106], [-2.5211, 1.6892, -4.0882], [-1.3141, 1.1068, -3.0254], [-0.8515, 0.1061, -5.3934], [-1.3984, -1.3388, -5.6907], [-0.0599, 3.9269, -2.9902], [0.5048, 5.2920, -3.4792], [1.3891, 5.0892, -4.6076], [-0.3580, 3.1736, -3.7194], [-0.7872, 3.9890, -2.1808], [0.8219, 3.4715, -2.5395], [1.0146, 5.7477, -2.6304], [-0.3824, 5.8132, -3.8387], [1.5437, 5.9425, -5.0194], [-0.4892, -0.0707, -0.2155], [0.0801, 1.0692, 0.6407], [-0.3265, 2.4182, 0.3535], [-0.1318, 0.1266, -1.2262], [-1.5738, -0.0409, -0.1120], [-0.1824, -1.0726, 0.0846], [1.1556, 0.9410, 0.7630], [-0.2025, 0.9203, 1.6828], [0.4222, 3.0129, 0.4402]],
  "atomic_forces_ev_per_a": [[1.1212, -0.3958, 1.4313], [-0.9911, 1.3789, -0.9723], [0.8114, -1.0838, 1.0539], [-1.8954, -2.0487, -1.5501], [2.1535, 2.9882, -0.3659], [-1.3278, 0.0324, 0.4063], [-0.3758, 0.0677, 0.1029], [0.5000, -0.3904, -0.2108], [0.4657, -0.1920, -0.4996], [0.1461, -0.4485, -0.6433], [-0.1083, 0.0162, 0.4580], [-0.8517, -0.3890, -0.1738], [-0.3344, -0.1866, -0.0611], [-0.0533, -0.0498, 0.4493], [0.2532, -0.1498, -0.5996], [-0.1153, 0.1132, -0.1012], [0.4063, 0.2859, 0.5541], [-1.6318, 1.2949, 0.8323], [1.1461, -0.2744, -1.4258], [0.3466, -0.1358, 1.1679], [-0.0423, -0.5276, -1.4707], [-0.4475, 0.4517, 0.2631], [0.9504, 0.1695, 0.3630], [0.0646, -0.2562, 0.2443], [0.4219, -0.0872, 0.9887], [-0.1203, -0.1156, -0.5850], [-0.6469, -0.0540, -0.3481], [0.0744, 0.0113, 0.2017], [0.0946, 0.1810, -0.5124], [-0.0150, -0.2642, -0.0488], [-0.0045, -0.3960, 0.2550], [-0.0654, 0.0487, -0.0622], [0.0554, -0.3071, 0.0627], [-0.1252, 0.3262, 0.1073], [0.4423, 2.2744, 0.5464], [0.9178, -1.7774, -0.7725], [-0.1116, -0.0917, -1.6446], [1.4520, -0.1543, 2.7091], [-1.0607, -0.4271, -0.3635], [-0.7754, 0.5453, -0.7187], [-1.4739, 0.6521, -0.1117], [-0.0528, -1.4007, 0.5121], [0.4910, 0.2573, 0.1914], [-0.0672, -0.1889, 0.1244], [-0.7121, -0.0165, 0.0941], [-0.3839, -0.0278, -0.2262], [-0.0510, -0.0969, 0.0517], [0.5693, 0.0607, -0.3676], [0.1376, 0.4753, 0.2148], [0.0798, -0.4981, 0.2962], [0.6931, 0.7769, 0.1227], [0.6432, -0.5483, -0.8628], [-1.2711, 0.3148, 1.1728], [0.0013, 0.7741, 1.2746], [-0.9556, 0.6540, -3.4130], [0.9810, -0.2911, 0.4641], [-0.6894, -1.5440, 1.8095], [0.2239, 0.2277, 0.1461], [-0.0713, -0.0757, 0.2355], [-0.4911, 0.0954, 0.0643], [-0.2258, 0.2212, -0.3571], [0.7662, -0.1156, 0.0262], [0.6238, 0.2916, -0.8599], [0.1741, 0.4049, 0.3974], [0.2705, -0.0668, 0.1826], [-0.1249, -0.2091, -0.2503], [-0.0283, -0.1984, -0.0774], [0.2423, 0.1183, -0.0373], [2.0846, 0.5505, 1.2226], [-0.5978, -0.8175, -0.2633], [-2.0537, 0.6968, -0.5408], [0.1748, -1.6341, -2.0989], [-0.3838, 0.8857, 0.1704], [0.0935, 0.3306, 1.8206], [-0.6165, -0.4385, 0.4385], [0.0411, 0.0848, -0.2538], [0.1774, -0.3009, -0.7340], [0.6670, 0.1040, 0.2359], [-0.1210, -0.2178, -0.0095], [0.0451, 0.1320, -0.3396], [0.0667, 0.6009, -0.1042], [0.2032, 0.0634, 0.7450], [-0.1044, -0.0890, -0.3904], [0.5835, -0.2177, 0.3382], [-0.1584, 0.2177, -0.3037], [-0.5681, -1.3777, 0.7578], [1.8799, 0.6999, 1.5845], [-0.5264, -0.9675, 0.3003], [-0.5832, 0.6959, 0.0987], [-0.5306, 1.2152, 0.5343], [0.8402, -0.7253, -2.0441], [0.1910, 0.2264, 0.1558], [0.2430, -0.0036, -0.3585], [0.1127, -0.3505, -0.1043], [0.1942, -0.0010, -1.5271], [-1.2692, 0.3873, 0.0637], [-0.4601, 0.3549, 0.5029], [0.0082, 0.0370, -0.1444], [0.0087, -0.0666, -0.2541], [0.2299, -0.0865, 0.5193], [-0.0596, -0.0468, 0.3034], [0.1854, -0.0158, -0.3595], [-0.2836, 0.1601, -0.1465], [0.1665, -0.4759, 0.4312], [1.1067, 0.3211, 0.1063], [0.7872, -0.3168, 0.9750], [0.5270, -0.6705, -1.0962], [0.0098, 0.7164, -0.9105], [-0.1415, 0.0119, 0.0446], [0.3336, -0.1052, 0.2949], [-0.2619, 0.1115, 0.0019], [-0.4722, -0.1488, -0.0332], [-0.3345, -0.0572, -0.2776], [0.1603, 0.2579, -0.4885], [-0.2029, 0.9179, 0.2933], [0.2495, -0.2952, 0.0276], [-0.3363, -0.1098, -0.4391], [-0.5795, 0.2289, 0.8539], [-0.1272, 0.0481, 0.3285], [-0.7944, -2.1256, 1.5128], [0.8120, 2.3437, -1.0825], [-0.2789, -0.7741, -1.0151], [0.1395, -0.4129, 3.1046], [-0.7392, 0.4554, -0.0266], [-0.0639, 0.6104, -1.7656], [-0.6140, -0.7322, -0.7014], [0.0978, -0.0041, -0.0258], [0.4098, 0.5479, 0.2290], [0.1496, 0.0631, 0.1745], [-0.1541, -0.0683, 0.1475], [0.4135, 0.3284, -0.4613], [0.2744, -0.1380, -0.1556], [0.2859, 0.0487, 0.1448], [-0.1520, 0.0739, 0.0431], [0.2488, 0.1363, -0.6281], [0.0048, -0.3526, 0.5819], [-2.0773, -0.9786, -0.2382], [0.5230, 0.7785, -0.8541], [-0.8553, 1.8540, 2.6516], [0.1715, -0.2633, 0.1187], [-0.1184, -0.7160, -0.5050], [0.2139, -0.4025, -1.3924], [0.3700, 0.2972, 0.0412], [-0.3404, -0.3915, -0.0702], [0.1225, 0.1119, -0.1161], [0.4174, -0.0585, -0.0796], [0.4511, -0.3987, -0.1555], [0.5541, -0.1252, 0.4012], [0.5145, -0.7581, -0.2471], [0.6179, 0.8334, 0.6021], [-0.2514, 0.1817, 0.0146], [0.0905, -0.1559, 0.2774], [-0.2497, -0.0435, -0.6774], [-0.2758, -0.0559, -1.3602], [-0.2594, 0.7094, 0.5542], [-0.3211, -0.2124, 1.1341], [0.5415, 1.6365, 1.2221], [-0.2265, -0.6512, 0.0350], [-1.0316, -1.0000, -0.4943], [1.1198, 0.0011, 0.3376], [0.0735, -0.5069, -0.0169], [0.2243, 0.9598, -0.0959], [0.0404, 0.1635, -0.8782], [-0.0263, -0.0366, -0.1804], [0.2444, -0.3128, 0.1962], [-0.4196, -0.3927, -0.1322], [-0.3910, -0.2791, -0.3698], [0.3289, -0.3839, -0.1867], [-0.0064, 0.0580, 0.6229], [-0.2129, -0.2522, -0.3082], [1.9942, -0.0903, 0.3926], [-1.4390, -1.5236, -1.0108], [-0.2814, -0.2300, 0.8643], [-0.3602, 0.6900, -0.4072], [-0.1007, 0.3003, -0.2065], [0.0081, -0.4474, 0.3721], [-0.0883, 0.3803, -0.1456], [0.2493, 0.8361, 0.2305], [0.0196, 0.0563, 0.0021], [-0.0962, 1.5632, 0.0587], [0.3871, -0.4513, 1.9136], [-0.3488, -1.0645, -0.8260], [-0.4864, -0.3061, -0.3206], [-0.0897, -0.0326, -0.5882], [0.0691, 0.3547, 0.4420], [0.3649, 0.4519, -0.7030], [-0.4844, -0.4039, 0.2121], [0.4662, 0.1577, -0.0189]],
  "spin_multiplicity": 1,
  "de_lowest_ev": 6.143,
  "homo_ev": -8.75
}

Which gap between HOMO and LUMO belongs to each record? In order, 9.77; 9.00 eV.
Which LUMO level belongs to each record? In order, -3.8; 0.2 eV.